No. 1
The following is a DFT calculation (the ωB97M-V functional and the def2-TZVPD basis) of 8 unconnected molecules or ions with the total composition C55H121BF4N6O3.

Properties
Spin multiplicity: 1
LUMO level: -7.40 eV
Total charge: +4
Largest force on an atom: 7.62 eV/Å
HOMO-LUMO gap: 5.57 eV

Geometry (Å):
F -1.229 -0.870 0.849
F 0.078 -1.647 -0.853
F 0.891 -0.183 0.782
F 0.271 -2.416 1.205
O 5.418 -1.471 2.944
O 3.611 -1.118 1.610
O 3.635 -0.438 3.590
N -3.317 2.686 -4.847
N -1.359 -2.586 4.868
N 4.743 1.765 -0.421
N 2.391 -2.955 -4.034
N -3.153 -3.973 -0.811
N 1.152 4.448 6.022
C -3.267 0.700 3.976
C -3.691 -2.502 -0.690
C -3.977 4.595 -6.436
C -3.327 4.238 -5.092
C 5.538 2.875 1.917
C 3.619 -2.782 -4.971
C 1.412 3.779 4.611
C -2.688 1.932 -6.089
C 5.767 0.640 -0.064
C 2.811 -3.684 -2.745
C -2.442 2.434 -3.538
C 3.252 3.307 -2.374
C 0.178 -5.855 -5.683
C -2.257 -0.263 4.714
C 1.308 7.310 6.090
C -3.309 -4.798 5.896
C 0.140 -2.326 4.844
C 0.185 6.646 5.321
C 2.897 -0.496 -5.738
C 2.641 6.549 5.933
C 2.418 5.183 6.577
C -2.233 -1.625 4.038
C -1.718 -5.639 0.522
C -2.877 -4.617 4.367
C -1.250 -5.306 -1.868
C 1.893 -1.527 -3.649
C -2.573 -4.372 0.558
C -0.643 -5.528 -0.536
C -1.816 -2.787 6.305
C 0.892 3.324 7.098
C 0.654 2.335 2.642
C -4.627 -1.949 -1.822
C -3.429 3.808 -7.675
C -2.157 0.997 -3.323
C 2.540 2.234 -1.526
C 5.033 3.404 3.240
C -3.417 2.287 -7.310
C 5.506 2.880 -1.294
C -0.154 5.265 5.944
C -1.473 -3.982 4.185
C 4.274 -0.949 2.713
C 3.535 1.114 -1.159
C 1.641 -0.604 -4.876
C 1.220 -3.754 -4.674
C -1.659 0.778 -1.869
C -4.769 2.128 -4.581
C 0.219 3.172 3.867
C 3.363 -1.889 -6.150
C -3.161 -3.451 6.483
C -2.095 -4.018 -1.962
C 4.516 3.871 -1.787
C -5.410 -0.677 -1.472
C 1.284 -5.219 -4.863
C -4.264 -4.981 -1.096
C 4.358 2.410 0.959
B 0.020 -1.281 0.466
H 1.695 1.960 -2.157
H 3.536 2.778 -3.284
H -3.106 0.658 2.898
H -2.688 -5.496 6.457
H -0.166 1.839 2.123
H -2.376 4.052 -7.817
H 3.591 3.147 0.726
H 0.954 -1.688 -3.121
H -4.340 -5.148 5.946
H 4.347 -1.642 -6.548
H -0.676 7.311 5.388
H 3.873 1.559 1.437
H -0.715 -4.623 4.634
H -1.904 -3.550 0.810
H -4.370 1.758 -7.292
H 1.077 -3.251 -5.631
H 2.696 -1.151 -3.014
H 0.406 -5.920 -6.747
H 3.495 7.040 6.400
H -0.491 2.618 4.481
H -1.716 -1.773 6.690
H -5.033 -4.864 -0.333
H 3.723 -3.841 -5.207
H 1.993 4.446 3.974
H 0.832 -1.072 -5.437
H -3.819 3.959 -8.682
H -2.864 -1.820 -0.490
H -3.385 -3.526 7.547
H -1.395 -3.197 -1.807
H -2.442 0.869 -1.115
H -4.331 0.482 4.061
H 4.247 2.743 3.604
H 4.258 4.429 -0.887
H -0.982 4.834 5.381
H -5.438 2.495 -5.359
H 2.222 -5.465 -5.361
H 3.076 0.436 -0.439
H -1.218 0.062 4.658
H -3.863 5.667 -6.599
H 0.370 -1.471 5.478
H -3.999 4.669 -4.351
H -1.534 2.954 -3.844
H -6.266 -0.940 -0.849
H -2.627 0.848 -5.993
H 1.253 1.459 2.891
H -1.025 -3.924 3.193
H 0.628 3.760 8.061
H 6.565 1.158 0.468
H 1.286 0.367 -4.533
H -0.458 -5.153 -2.601
H 1.873 -3.914 -2.239
H -3.245 -4.590 1.389
H -4.039 -1.667 -2.696
H 0.613 -3.200 5.292
H -3.114 1.724 4.316
H -0.433 5.376 6.991
H -2.951 0.303 -3.600
H -1.696 -1.606 3.089
H -4.194 -2.628 0.269
H -3.923 -2.760 6.123
H 6.233 2.072 2.163
H 3.897 0.582 -2.039
H 2.784 0.280 -6.496
H 6.115 3.638 1.396
H -4.472 -4.784 -2.148
H 3.721 -0.091 -5.151
H -4.982 2.571 -3.607
H 1.159 2.970 1.915
H -1.794 -6.177 -2.235
H 3.164 -4.693 -2.954
H -3.850 -5.986 -1.012
H -0.824 -5.458 -5.527
H 6.087 0.252 -1.031
H -0.010 -4.708 -0.196
H 3.328 4.588 6.510
H 2.238 5.290 7.647
H -2.769 -5.597 3.903
H 0.916 7.425 7.100
H -3.628 -4.186 3.705
H -1.390 0.611 -3.994
H -1.022 -3.380 6.760
H 1.784 2.709 7.219
H 4.967 4.596 -2.465
H 5.319 -0.176 0.503
H -0.812 1.417 -1.619
H -5.398 -2.645 -2.154
H -2.489 -0.216 5.778
H -2.319 -6.541 0.412
H -2.329 4.625 -4.884
H 2.920 6.352 4.898
H 2.660 -2.277 -6.887
H 0.314 -3.526 -4.114
H 5.700 3.743 4.033
H 0.142 -6.907 -5.400
H -4.770 1.041 -4.650
H 3.327 -2.955 -2.121
H 0.376 6.565 4.251
H -5.058 4.507 -6.547
H 0.309 -2.146 3.782
H -2.838 2.954 -2.666
H 4.516 -2.459 -4.442
H -1.314 -0.251 -1.778
H 6.242 3.337 -0.634
H 2.135 2.629 -0.594
H 5.987 2.219 -2.015
H -5.718 -0.134 -2.366
H 2.734 -0.850 1.894
H 2.557 4.106 -2.634
H -3.201 -2.125 4.063
H 2.057 2.965 4.942
H -1.095 -5.656 1.416
H -0.269 4.069 3.488
H 1.264 -5.725 -3.898
H -0.076 -6.459 -0.547
H 1.414 8.314 5.681
H -2.890 1.877 -8.171
H -1.651 2.206 -6.285
H 4.553 4.345 2.972
H -4.681 -0.153 -0.853
H -2.654 -3.940 -2.895
H 0.036 2.887 6.584

Cartesian forces (eV/Å) of the 3 atoms listed first:
-2.0 0.7 -0.1
0.1 0.0 -1.7
0.0 -0.8 -0.5

No. 2
The following is a DFT calculation (the ωB97M-V functional and the def2-TZVPD basis) of 13 unconnected molecules or ions with the total composition C55H124N6O13.

Properties
Spin multiplicity: 2
LUMO level (spin up / spin down): -1.84 / -5.94 eV
Total charge: +1
Largest force on an atom: 4.14 eV/Å
HOMO-LUMO gap (spin up / spin down): 8.20 / 4.10 eV

Geometry (Å):
O -4.304 -2.693 1.307
O 3.891 -1.591 -2.359
O -1.668 1.613 5.908
O -1.335 5.998 -0.792
O 3.013 2.734 -4.692
O -1.230 3.507 -6.655
O -6.445 2.558 -2.774
O 0.528 -4.508 3.247
O -1.074 -3.048 -2.949
O -3.278 0.312 -5.926
O 0.014 1.949 0.085
O 3.407 5.180 1.430
O 1.691 1.603 2.871
N 2.914 1.195 3.309
N 0.780 -5.422 2.260
N -2.113 4.806 -3.302
N -2.222 -0.754 8.659
N -2.682 3.222 -0.714
N -5.198 1.484 -0.161
C -6.306 3.566 -3.805
C -1.438 5.111 0.303
C 4.683 -0.479 3.363
C 1.917 -6.881 3.815
C -3.876 -1.618 -4.679
C -5.353 1.594 -2.660
C -1.715 0.464 8.055
C -2.115 0.114 -3.829
C -2.734 4.221 0.301
C 4.233 1.496 -3.105
C 3.408 1.899 4.506
C -2.387 6.916 -0.874
C 3.321 -5.176 2.738
C 4.738 -2.469 -2.502
C -3.698 -2.665 -0.965
C -6.092 -3.379 -0.114
C 2.071 -6.121 2.467
C 3.482 3.419 4.124
C -5.295 0.720 -1.385
C -1.131 -4.791 0.790
C -4.664 -2.849 0.130
C 1.006 -3.663 0.410
C 2.370 -7.174 1.386
C -1.809 1.646 4.513
C 3.465 3.210 0.017
C 5.329 3.331 -4.487
C -3.101 -0.318 -4.885
C -6.555 -0.159 -1.311
C 3.253 -0.206 2.898
C 0.763 -6.109 -0.208
C 1.067 -3.261 -4.103
C 5.050 -0.071 4.779
C -1.146 4.319 -4.315
C 0.505 0.021 -1.255
C 4.083 2.493 -4.164
C 3.364 4.718 0.300
C -0.255 0.798 -0.227
C 4.822 1.449 4.985
C -0.365 -3.708 -3.726
C 2.135 -6.698 -0.073
C -0.896 -4.989 -4.311
C -1.887 2.780 -7.664
C -0.281 3.280 -3.552
C 2.431 1.623 5.663
C 3.266 -0.425 1.401
C -0.179 0.353 8.244
C -2.169 0.445 6.581
C 0.429 -5.008 0.858
C -2.857 3.511 1.649
C -1.126 -0.018 0.737
C 3.146 5.703 -0.865
C 4.324 -3.847 -2.095
C 2.234 -1.185 3.502
C -1.991 3.685 -5.478
C 5.975 -2.227 -3.262
H -0.645 4.370 0.205
H 3.392 -4.787 3.753
H -2.531 3.693 -1.595
H 0.459 0.642 -2.150
H 5.761 3.547 -3.510
H -1.949 -0.447 0.166
H 6.695 -3.034 -3.127
H 5.399 -0.062 2.655
H 6.329 -1.235 -2.983
H 3.276 1.304 -2.621
H -4.354 1.976 -2.874
H -2.268 7.493 -1.791
H -6.745 -3.145 0.726
H -4.112 -3.021 -1.909
H 4.520 -0.692 5.500
H -6.028 2.057 -0.212
H -1.894 -0.387 5.932
H -1.975 2.520 -0.549
H -6.632 -0.540 -0.293
H 1.792 -6.248 4.694
H -6.531 3.085 -4.757
H 3.245 -4.370 2.008
H 0.164 0.206 9.268
H 0.551 -3.402 -0.545
H 6.104 2.870 -5.100
H -2.766 4.404 -5.745
H -2.128 1.377 8.484
H -0.065 -0.837 -1.609
H 0.587 -5.690 -1.199
H 1.279 -2.279 -3.681
H 1.103 -3.214 -5.191
H 1.732 -8.016 1.655
H 5.037 4.364 -4.675
H 0.303 3.839 -2.821
H -1.396 -3.965 1.451
H 1.968 2.189 2.163
H -3.346 6.420 -1.027
H -1.338 2.719 -8.604
H -3.653 4.798 0.198
H -2.289 7.646 -0.071
H 4.152 3.702 3.312
H -0.011 -6.871 -0.125
H 1.538 -0.267 -1.056
H -3.591 -1.596 -1.151
H -3.193 -2.410 -4.369
H -4.519 -1.506 -3.806
H -1.970 -4.884 -4.156
H 4.299 -5.624 2.562
H -1.303 2.539 4.147
H -1.588 5.355 -2.636
H 4.687 0.607 -3.544
H -5.547 1.000 -3.553
H -6.055 -4.446 -0.336
H 4.802 -1.559 3.456
H -7.495 0.375 -1.455
H 0.164 -0.519 7.687
H 0.318 2.793 -4.321
H 2.117 6.011 -0.684
H 2.497 3.820 3.886
H -2.350 2.706 -5.162
H -1.985 -0.873 9.633
H 1.405 1.802 5.342
H 4.369 2.822 -0.452
H -0.848 2.572 -2.947
H -4.426 -1.866 -5.587
H 2.342 -7.440 -0.844
H -6.545 -3.013 -1.035
H 3.845 4.038 4.944
H 1.774 -4.006 -3.736
H 0.839 -2.897 1.167
H -4.438 2.150 -0.190
H -2.653 0.568 -2.997
H -0.661 -5.312 -5.325
H 2.661 2.873 -0.638
H -1.365 0.613 1.593
H -2.614 5.567 -3.738
H 3.861 6.524 -0.808
H 1.215 -0.884 3.262
H -3.221 -0.620 8.596
H -3.869 3.116 1.744
H 2.232 -1.137 4.591
H 3.408 -7.503 1.451
H -6.570 -1.064 -1.919
H -6.908 4.468 -3.699
H -0.589 -5.922 -3.839
H -1.576 -5.694 1.209
H 3.236 5.155 -1.803
H 3.469 2.655 0.954
H 5.659 2.013 4.573
H 1.069 -7.566 3.834
H 2.802 -7.491 3.992
H -2.784 -3.190 -0.686
H 2.244 -0.249 1.064
H -2.874 1.691 4.285
H 3.900 0.296 0.885
H 6.118 -0.219 4.939
H -3.242 0.565 6.434
H 5.104 -4.307 -1.488
H 2.787 -5.869 -0.348
H 3.393 -3.842 -1.529
H -0.574 5.140 -4.748
H 4.877 1.969 -2.364
H 0.322 1.269 7.929
H -2.875 3.194 -7.864
H 4.199 -4.447 -2.997
H 2.649 2.227 6.544
H 2.416 0.604 6.052
H -2.107 2.727 1.750
H -5.270 3.893 -3.715
H -2.748 4.146 2.528
H -1.977 1.722 -7.418
H -1.469 0.833 -4.333
H -0.208 -4.936 3.690
H -4.389 0.113 -1.375
H -1.384 0.761 4.040
H 2.400 -2.237 3.268
H -1.467 -4.553 -0.219
H -1.487 -0.670 -3.405
H 4.924 1.597 6.060
H 3.448 -1.445 1.062
H -0.509 -0.855 1.064
H -1.199 5.505 1.291
H 2.086 -3.749 0.291
H 5.641 -2.240 -4.299

Cartesian forces (eV/Å) of the 3 atoms listed first:
-0.4 0.0 -2.0
1.0 0.0 0.1
1.3 0.4 0.9